one:
11
Properties=species:S:1:pos:R:3 method="wB97M-V/def2-TZVPD" smiles=COP(C)#P total_charge=0 lumo_energy_ev=-0.108 homo_ev=-8.190 orbital_gap_ev=8.081
C -0.149 -1.013 -1.542
O -0.279 -0.227 -0.351
P 1.056 0.842 0.038
C 0.111 1.152 1.617
P 2.688 1.026 -1.040
H -0.943 -0.510 -2.162
H -0.441 -2.088 -1.156
H 0.748 -0.990 -2.119
H -0.002 2.251 1.681
H -0.736 0.547 1.498
H 0.793 0.772 2.414

---

two:
11
Properties=species:S:1:pos:R:3 method="wB97M-V/def2-TZVPD" smiles="O=CC(P)P" total_charge=0 lumo_energy_ev=0.654 homo_ev=-9.554 orbital_gap_ev=10.207
O -1.849 1.463 1.081
C -1.081 0.615 1.414
C 0.209 0.203 0.797
P 0.097 0.850 -1.091
P 0.532 -1.675 1.026
H -1.361 0.158 2.464
H 1.066 0.663 1.236
H 0.218 -0.457 -1.629
H 1.422 0.707 -1.210
H 0.270 -2.089 -0.357
H -0.774 -2.139 1.371

---

Going by the energies, one is most stable and the next is 0.064 eV up.

---

one:
20
Properties=species:S:1:pos:R:3 method="wB97M-V/def2-TZVPD" spin_multiplicity=2 total_charge=+2 lumo_energy_ev="-9.080 / -12.366" homo_ev="-19.207 / -19.627" orbital_gap_ev="10.127 / 7.260" s2=0.765
C -1.818 0.084 1.446
C -2.007 0.258 -0.041
C -0.679 0.700 -0.943
C 0.496 0.187 -0.267
C 1.099 -0.956 -0.801
N 2.565 -1.070 -0.741
N 1.119 0.884 0.710
H -2.798 0.189 1.914
H -1.478 -0.918 1.684
H -1.238 0.859 1.954
H -2.735 1.039 -0.273
H -2.318 -0.661 -0.528
H -0.968 0.336 -1.927
H -0.604 1.795 -0.967
H 0.625 -1.777 -1.323
H 2.879 -1.961 -0.309
H 2.998 -0.287 -0.241
H 2.908 -1.090 -1.720
H 0.953 1.889 0.715
H 1.002 0.499 1.657

---

two:
20
Properties=species:S:1:pos:R:3 method="wB97M-V/def2-TZVPD" spin_multiplicity=2 total_charge=+2 lumo_energy_ev="-7.456 / -10.094" homo_ev="-17.609 / -20.493" orbital_gap_ev="10.153 / 10.399" s2=0.762
C -1.432 0.134 -0.736
C -0.260 0.862 -0.079
C 0.685 -0.189 0.605
C 1.489 -0.877 -0.306
N 2.659 -1.379 0.077
C 0.620 -0.426 2.075
N -2.269 1.143 -1.495
H -1.093 -0.585 -1.478
H -1.977 -0.428 0.019
H 0.440 1.361 -0.755
H -0.575 1.568 0.686
H 1.174 -1.026 -1.330
H 3.458 -1.511 -0.524
H 2.806 -1.414 1.085
H 0.477 -1.506 2.173
H 1.445 -0.009 2.664
H -0.220 0.099 2.531
H -1.727 1.568 -2.242
H -3.030 0.696 -2.017
H -2.670 1.919 -0.953

---

Going by the energies, two is most stable and the next is 2.192 eV up.

---

one:
19
Properties=species:S:1:pos:R:3 method="wB97M-V/def2-TZVPD" total_charge=0 lumo_energy_ev=0.686 homo_ev=-9.157 orbital_gap_ev=9.842
H -1.129 -0.458 1.891
N -1.587 0.290 1.367
C -1.579 0.088 0.096
N -2.124 0.970 -0.807
O -0.947 -0.909 -0.540
N -0.058 -1.706 0.205
C 1.327 -1.463 0.083
N 2.023 -0.457 -0.225
C 1.580 0.856 -0.624
C 1.504 1.884 0.543
H -2.750 1.678 -0.452
H -2.308 0.629 -1.730
H -0.285 -2.658 -0.054
H 1.854 -2.337 0.383
H 0.645 0.860 -1.182
H 2.367 1.228 -1.269
H 2.477 2.112 0.920
H 1.061 2.804 0.089
H 0.879 1.547 1.359

---

two:
19
Properties=species:S:1:pos:R:3 method="wB97M-V/def2-TZVPD" total_charge=0 lumo_energy_ev=0.544 homo_ev=-8.710 orbital_gap_ev=9.254
H -1.060 -3.995 -1.551
N -0.807 -4.172 -0.564
N -0.885 -3.212 0.192
N -1.009 -1.993 0.058
C -1.706 -0.991 0.362
H -1.242 -0.019 0.363
H -2.765 -1.070 0.589
C 1.792 0.849 -1.653
C 1.800 0.198 -0.534
C 1.809 -0.452 0.584
H 0.906 0.918 -2.253
H 2.679 1.325 -2.040
H 1.576 0.029 1.524
H 2.032 -1.508 0.624
N -1.147 2.770 1.205
O -0.324 2.074 0.291
H -1.499 3.617 0.755
H -0.600 3.031 2.021
H 0.449 2.599 0.029

---

Going by the energies, one is most stable and the next is 5.217 eV up.

---

one:
16
Properties=species:S:1:pos:R:3 method="wB97M-V/def2-TZVPD" total_charge=-1 lumo_energy_ev=3.699 homo_ev=-2.406 orbital_gap_ev=6.105
C 2.064 -1.075 -1.944
C 0.925 -0.551 -1.099
C -0.287 -1.111 -1.137
N 1.297 0.470 -0.247
H 2.936 -1.323 -1.338
H 2.380 -0.288 -2.641
H 1.712 -1.926 -2.522
H -1.090 -0.760 -0.502
H -0.460 -1.967 -1.777
H 2.083 1.039 -0.502
H 0.565 0.940 0.294
C -2.511 1.284 2.771
S -1.275 1.619 1.469
H -3.335 2.006 2.775
H -2.949 0.293 2.635
H -2.057 1.350 3.765

---

two:
16
Properties=species:S:1:pos:R:3 method="wB97M-V/def2-TZVPD" total_charge=-1 lumo_energy_ev=4.255 homo_ev=-2.505 orbital_gap_ev=6.760
C 0.851 0.424 2.674
C -0.449 0.624 2.805
H 1.408 -0.213 3.352
H 1.364 0.870 1.831
H -1.033 0.176 3.600
H -0.978 1.224 2.072
C 0.549 -0.388 -1.874
C -0.749 0.385 -2.100
S -1.381 1.150 -0.568
N 0.472 -1.398 -0.810
H 1.351 0.311 -1.624
H 0.859 -0.915 -2.789
H -1.486 -0.319 -2.509
H -0.591 1.153 -2.862
H -0.139 -2.139 -1.143
H -0.050 -0.946 -0.054

---

Going by the energies, one is most stable and the next is 0.416 eV up.